88
Properties=species:S:1:pos:R:3:forces:R:3:lowdin_charge:R:1 method="wB97M-V/def2-TZVPD" s2=2.019 energy_ha=-2847.03997 charge=+4 molar_mass_g_mol=875.64 largest_force_ha_per_bohr=0.0403 multiplicity=3 orbital_gap_ev="6.55 / 6.57"
W -0.386358 1.207184 1.108915 -1.8 -0.8 -0.7 1.59
C -3.347407 3.828243 4.041153 0.1 0.4 0.2 0.06
O -3.712463 2.478777 3.641322 0.0 0.0 0.0 0.07
C -2.939908 1.733702 2.942330 -0.2 -0.7 0.0 -0.53
O -1.751912 2.015332 2.617376 0.9 0.1 -0.6 -0.12
N -3.490103 0.572212 2.566133 0.0 0.1 0.0 0.08
N -2.706221 -0.292695 1.800229 -0.1 -0.1 0.1 0.06
H -4.133979 4.483150 3.677726 0.0 -0.1 -0.1 0.12
H -2.384597 4.110864 3.625223 0.0 -0.1 0.0 0.09
H -3.332091 3.863923 5.126242 0.0 -0.1 0.0 0.12
H -4.404394 0.301012 2.905211 -0.1 0.1 0.0 0.19
H -3.252818 -0.605818 1.003959 0.0 0.0 -0.2 0.09
H -2.488399 -1.124224 2.346493 0.1 0.0 0.1 0.12
N 1.613003 3.177815 -0.433044 -0.2 -0.4 -0.3 -0.07
P 1.838104 1.637938 0.235415 0.7 1.3 0.8 0.99
C 3.486005 1.082601 -0.175040 -0.6 -0.5 -0.2 -0.36
C 4.576341 1.950474 -0.079458 -0.1 0.1 0.1 -0.06
C 5.836164 1.461344 -0.374856 0.1 0.1 0.0 -0.02
C 6.010015 0.134172 -0.755588 -0.1 0.0 0.0 0.00
C 4.919836 -0.722154 -0.850459 0.0 -0.1 0.0 -0.03
C 3.650737 -0.252269 -0.558943 0.0 0.1 0.0 -0.09
C 1.789729 1.950763 2.069235 -0.2 0.3 -0.3 -0.41
C 0.969628 2.970150 2.608185 0.7 0.2 0.1 -0.15
C 0.934254 3.161992 3.991664 -0.1 -0.1 0.2 -0.03
C 1.713800 2.383327 4.827807 -0.1 0.1 0.0 0.00
C 2.548346 1.395503 4.295625 0.0 -0.1 -0.1 -0.02
C 2.561389 1.156733 2.938312 0.2 -0.2 0.0 -0.07
C 0.352945 3.729065 -0.585737 -0.1 0.0 0.1 -0.35
C 0.174514 4.917993 -1.293084 0.0 0.0 0.0 0.04
C -1.085115 5.467182 -1.378388 0.2 -0.1 0.0 0.02
C -2.160060 4.803785 -0.776719 -0.1 0.0 0.0 -0.01
C -1.918777 3.630921 -0.117304 -0.1 0.1 0.0 -0.11
N -0.677456 3.088250 0.008016 0.2 0.2 0.0 -0.09
H 2.373258 3.659623 -0.892786 0.1 0.0 0.0 0.13
H 4.457270 2.980530 0.236083 0.0 0.0 0.0 0.12
H 6.693380 2.118062 -0.306362 0.0 0.0 0.0 0.13
H 7.002675 -0.232176 -0.981754 0.0 0.0 0.0 0.14
H 5.057563 -1.748998 -1.161371 0.0 0.0 0.0 0.13
H 2.792617 -0.910888 -0.628658 0.0 0.0 0.0 0.09
H 0.562440 3.754509 1.984318 -0.2 -0.1 -0.1 0.11
H 0.340035 3.963823 4.409825 0.0 0.0 0.0 0.13
H 1.714823 2.579383 5.892641 0.0 0.0 0.0 0.14
H 3.203645 0.832211 4.947525 0.0 0.0 0.0 0.14
H 3.224991 0.402404 2.529469 -0.1 0.0 0.0 0.13
H 1.027419 5.397294 -1.755577 0.0 0.0 0.0 0.14
H -1.235146 6.399770 -1.906500 0.0 0.0 0.0 0.14
H -3.163455 5.202103 -0.828481 0.0 0.0 0.0 0.13
H -2.725968 3.076817 0.346513 0.0 0.0 0.0 0.12
N 1.141121 -5.101296 4.714572 0.1 -0.1 0.1 0.24
C 0.253905 -4.411797 4.011499 -0.3 0.3 -0.3 -0.51
O -0.885703 -4.722635 3.723463 0.1 -0.2 0.1 0.13
C 0.549595 -3.038159 3.438321 -0.1 0.2 -0.1 -0.07
C 0.751073 -2.907174 2.059564 0.0 -0.1 0.2 0.05
C 0.537373 -1.693497 1.458881 0.0 0.1 0.0 -0.12
N 0.133842 -0.590428 2.135440 0.3 -0.6 0.3 -0.15
C 0.044144 -0.698754 3.480103 -0.1 0.2 0.1 -0.12
C 0.252921 -1.876437 4.157254 0.1 -0.2 0.0 0.05
H 0.875145 -6.005342 5.081769 0.0 0.0 0.0 0.15
H 2.075137 -4.777651 4.899556 0.0 0.1 0.0 0.13
H 1.017885 -3.766275 1.458100 0.0 0.0 0.0 0.15
H 0.656402 -1.582482 0.389436 0.0 0.0 0.0 0.06
H -0.244855 0.196669 4.019114 0.0 0.0 0.0 0.12
H 0.137834 -1.905904 5.233006 -0.1 0.0 0.0 0.15
N -1.208457 0.504651 -0.609278 0.5 0.0 0.4 -0.43
S -0.877919 -0.781307 -1.645612 -0.4 0.1 -0.5 1.14
C -0.629227 -0.023817 -3.238275 0.1 -0.1 0.3 -0.41
C -1.643961 0.697862 -3.858058 -0.1 0.1 0.0 -0.07
C -1.410485 1.210227 -5.121925 -0.1 0.0 0.0 -0.02
C -0.193715 0.977419 -5.758518 0.0 0.0 0.0 -0.01
C 0.807886 0.254055 -5.125132 0.0 0.0 -0.1 -0.03
C 0.597972 -0.251984 -3.850606 0.1 0.0 0.1 -0.08
C -2.441840 -1.635711 -1.845771 0.2 0.0 0.3 -0.41
C -3.666372 -1.031995 -1.586789 0.0 0.1 0.0 -0.12
C -4.819032 -1.788469 -1.740322 -0.1 0.1 0.0 -0.03
C -4.741165 -3.115501 -2.147364 0.1 0.0 -0.1 -0.01
C -3.510358 -3.690523 -2.434933 0.0 0.0 0.0 -0.01
C -2.346350 -2.952239 -2.273992 0.2 0.0 0.0 -0.06
H -1.787850 1.168944 -1.118449 0.1 0.2 0.0 0.02
H -2.613586 0.838479 -3.392336 0.0 0.0 0.0 0.11
H -2.190420 1.768127 -5.622519 0.0 0.0 0.0 0.13
H -0.034417 1.352125 -6.760949 0.0 0.0 0.0 0.13
H 1.747054 0.069346 -5.628717 0.0 0.0 0.0 0.13
H 1.370917 -0.825065 -3.352202 0.0 0.0 0.0 0.11
H -3.735255 0.016781 -1.320036 -0.1 0.0 0.1 0.10
H -5.785593 -1.336082 -1.559683 0.0 0.0 0.0 0.13
H -5.646535 -3.698369 -2.250922 0.0 0.0 0.0 0.13
H -3.446037 -4.712710 -2.782095 0.0 0.0 0.0 0.13
H -1.379745 -3.396771 -2.483666 0.0 0.0 0.0 0.12

=====

19
Properties=species:S:1:pos:R:3:forces:R:3:nbo_charge:R:1 method="wB97M-V/def2-TZVPD" energy_ha=-683.49224 charge=+1 molar_mass_g_mol=122.22 largest_force_ha_per_bohr=0.0645 orbital_gap_ev="6.25 / 6.23"
C 1.215213 0.494360 -2.098060 -0.1 -1.4 1.2 -0.75
C 0.817522 0.559998 1.743660 0.2 -1.5 1.9 -0.42
C 1.193113 0.383167 -0.607751 1.7 -0.4 0.1 0.54
N -1.068758 0.585528 0.314673 1.5 2.4 -1.8 -0.63
N 0.393836 0.472268 0.367300 -0.6 0.0 -1.7 -0.24
N -2.263184 -1.675719 0.680591 -2.3 -1.6 -1.7 -1.09
S 4.065412 -0.591590 -0.086684 -2.6 0.4 -1.3 -0.08
H 1.262819 -0.582483 -2.477631 -0.2 1.6 0.1 0.29
H 0.418094 1.135033 -2.449689 -0.6 -0.3 -0.3 0.26
H 2.117522 1.033304 -2.334353 0.6 -0.1 -0.2 0.29
H 0.887543 1.611771 2.036357 -1.0 -0.2 0.2 0.25
H 0.077715 -0.150942 2.233652 0.9 1.6 0.3 0.24
H 1.830834 0.186093 1.984034 -0.5 -0.2 -1.0 0.25
H -1.487698 -0.262472 0.700356 0.2 -0.8 0.4 0.42
H -1.426097 0.766616 -0.657630 0.9 -0.3 1.2 0.37
H -3.191569 -1.870896 1.162984 1.4 0.6 -0.8 0.40
H -1.890100 -2.637245 0.565788 0.0 0.8 0.2 0.39
H -2.517857 -1.410608 -0.346887 0.2 -0.8 2.3 0.37
H 3.718543 -1.131575 -1.320340 0.5 0.3 1.0 0.13

=====

7
Properties=species:S:1:pos:R:3:forces:R:3:nbo_charge:R:1 method="wB97M-V/def2-TZVPD" energy_ha=-567.95473 charge=0 molar_mass_g_mol=77.11 largest_force_ha_per_bohr=0.1380 orbital_gap_ev=9.66
C 1.019769 -0.015211 -0.615632 -2.1 -1.4 -3.2 0.48
H -1.607568 0.708175 1.847421 1.6 -3.3 -0.8 0.18
H -1.037637 -0.052883 -0.938311 3.3 2.8 3.1 0.41
H 1.724106 -0.263674 0.342875 -0.5 0.6 -2.9 0.17
N -0.223469 0.444118 -0.050583 -3.2 -4.3 -3.3 -0.75
O 0.996500 -0.202954 -1.915570 1.7 0.9 6.8 -0.57
S -0.871702 -0.617570 1.329799 -0.7 4.7 0.3 0.07